--- A ---
This record from OMol25 describes 2 unconnected molecules or ions with the total composition C3H3FN2O. The level of theory is ωB97M-V with the def2-TZVPD basis set.

CARTESIAN COORDINATES (ANGSTROEM)
1 C 0.09 0.59 -0.26
2 C -1.16 0.36 0.28
3 C 0.40 -0.69 -0.67
4 N -0.47 -1.58 -0.48
5 N -1.49 -0.99 0.23
6 O 3.20 0.06 -0.39
7 F 2.81 1.15 0.28
8 H 0.83 1.42 -0.25
9 H -1.86 1.09 0.66
10 H -2.35 -1.42 0.60

Output
Kohn-Sham gap (spin up / spin down) = 5.64 / 5.64 eV

Table of natural (NBO) atomic charges, one value per atom, all in e:
1. C -0.426
2. C -0.005
3. C 0.475
4. N -0.319
5. N -0.347
6. O -0.178
7. F -0.153
8. H 0.292
9. H 0.223
10. H 0.438

--- B ---
This record from OMol25 describes a single C3H3FN2O molecule. The level of theory is ωB97M-V with the def2-TZVPD basis set.

CARTESIAN COORDINATES (ANGSTROEM)
1 N 0.07 0.89 -1.27
2 C -0.04 0.00 -0.21
3 C 0.23 -1.33 -0.09
4 O 0.20 -1.60 1.22
5 N 0.04 -0.51 1.96
6 C -0.06 0.43 1.08
7 F -0.30 1.72 1.37
8 H -0.26 0.59 -2.19
9 H -0.13 1.98 -1.05
10 H 0.26 -2.17 -0.81

Output
Kohn-Sham gap = 9.61 eV
SMILES string = Nc1conc1F

Table of natural (NBO) atomic charges, one value per atom, all in e:
1. N -0.826
2. C -0.032
3. C 0.062
4. O -0.248
5. N -0.148
6. C 0.476
7. F -0.302
8. H 0.391
9. H 0.410
10. H 0.217

Taking the most stable structure as the zero point, the relative energies in eV are A 7.935; B 0.000.

--- A ---
This record from OMol25 describes a gas-phase ion, C5H6NS (charge +1). The level of theory is ωB97M-V with the def2-TZVPD basis set.

CARTESIAN COORDINATES (ANGSTROEM)
1 C -1.11 0.63 0.10
2 C 0.37 0.29 0.08
3 C 1.35 1.16 -0.14
4 S 3.05 0.72 0.04
5 N 2.47 -0.90 0.22
6 C 1.87 -1.80 -0.48
7 C 1.01 -1.07 0.45
8 H -1.73 0.29 -0.87
9 H -1.09 1.76 0.14
10 H -1.43 0.05 1.01
11 H 1.13 2.23 -0.39
12 H 2.06 -2.47 -1.22
13 H 0.54 -1.44 1.27

Output
Net charge = +1
Kohn-Sham gap = 7.55 eV
SMILES string = CC1=CS[N+]2=C[C@H]12

Table of natural (NBO) atomic charges, one value per atom, all in e:
1. C -0.641
2. C -0.017
3. C -0.391
4. S 0.650
5. N -0.369
6. C 0.321
7. C -0.078
8. H 0.265
9. H 0.251
10. H 0.241
11. H 0.285
12. H 0.253
13. H 0.231

--- B ---
This record from OMol25 describes a gas-phase ion, C5H6NS (charge +1). The level of theory is ωB97M-V with the def2-TZVPD basis set.

CARTESIAN COORDINATES (ANGSTROEM)
1 C -2.32 -1.92 0.16
2 N -1.71 -0.92 0.11
3 C -0.98 0.17 0.04
4 C 0.42 0.24 0.07
5 C 0.99 1.59 0.09
6 C 1.33 -0.87 -0.09
7 S 2.92 -0.68 0.11
8 H -3.02 -2.63 -0.19
9 H -1.71 0.94 -0.06
10 H 1.99 1.65 0.15
11 H 0.44 2.11 0.86
12 H 0.85 2.05 -0.83
13 H 0.81 -1.72 -0.43

Output
Net charge = +1
Kohn-Sham gap = 6.79 eV
SMILES string = C#[N+]/C=C(/C)C=S

Table of natural (NBO) atomic charges, one value per atom, all in e:
1. C 0.373
2. N -0.176
3. C -0.150
4. C 0.165
5. C -0.673
6. C -0.391
7. S 0.317
8. H 0.294
9. H 0.263
10. H 0.259
11. H 0.249
12. H 0.264
13. H 0.206

Taking the most stable structure as the zero point, the relative energies in eV are A 0.724; B 0.000.

--- A ---
This record from OMol25 describes 2 unconnected molecules or ions with the total composition C4H12N2O. The level of theory is ωB97M-V with the def2-TZVPD basis set.

CARTESIAN COORDINATES (ANGSTROEM)
1 C 0.53 1.53 -2.52
2 O 1.12 2.35 -1.47
3 C -0.41 0.42 -1.98
4 H 1.32 1.06 -3.16
5 H -0.01 2.27 -3.10
6 H -0.82 -0.13 -2.86
7 H -1.27 0.78 -1.39
8 H 0.14 -0.30 -1.36
9 C 0.34 -0.35 1.02
10 C -0.68 -1.17 1.54
11 N -0.29 -2.05 2.59
12 N 0.46 0.96 1.15
13 H 1.30 -0.89 0.66
14 H -1.75 -1.13 1.31
15 H -0.88 -2.84 2.87
16 H 0.63 -2.41 2.39
17 H -0.31 -1.38 3.32
18 H -0.36 1.35 1.62
19 H 0.95 1.93 -0.62

Output
Kohn-Sham gap = 6.69 eV

Table of natural (NBO) atomic charges, one value per atom, all in e:
1. C -0.059
2. O -0.764
3. C -0.638
4. H 0.154
5. H 0.167
6. H 0.204
7. H 0.208
8. H 0.208
9. C 0.050
10. C -0.557
11. N -0.653
12. N -0.734
13. H 0.133
14. H 0.210
15. H 0.411
16. H 0.409
17. H 0.428
18. H 0.327
19. H 0.497

--- B ---
This record from OMol25 describes 2 unconnected molecules or ions with the total composition C4H12N2O. The level of theory is ωB97M-V with the def2-TZVPD basis set.

CARTESIAN COORDINATES (ANGSTROEM)
1 C 1.40 -0.13 -0.90
2 C 1.18 0.30 0.53
3 C 0.58 -0.95 1.31
4 C 0.26 1.46 0.85
5 O 0.15 2.45 0.22
6 H 0.44 -0.20 -1.33
7 H 1.91 -1.02 -0.90
8 H 1.87 0.62 -1.51
9 H 2.18 0.55 1.09
10 H -0.08 -1.62 0.68
11 H -0.05 -0.64 2.08
12 H 1.28 -1.64 1.78
13 H -0.08 1.52 1.85
14 N -2.92 -0.66 -1.50
15 N -2.45 0.18 -0.28
16 H -3.34 -1.43 -0.88
17 H -3.71 -0.08 -1.79
18 H -2.13 1.11 -0.62
19 H -1.42 -0.19 -0.19

Output
Kohn-Sham gap = 10.04 eV
SMILES string = CC(C)C=O.NN

Table of natural (NBO) atomic charges, one value per atom, all in e:
1. C -0.601
2. C -0.321
3. C -0.616
4. C 0.432
5. O -0.514
6. H 0.209
7. H 0.213
8. H 0.221
9. H 0.237
10. H 0.204
11. H 0.207
12. H 0.219
13. H 0.108
14. N -0.666
15. N -0.689
16. H 0.347
17. H 0.341
18. H 0.346
19. H 0.323

--- C ---
This record from OMol25 describes 2 unconnected molecules or ions with the total composition C4H12N2O. The level of theory is ωB97M-V with the def2-TZVPD basis set.

CARTESIAN COORDINATES (ANGSTROEM)
1 C 2.76 1.20 1.29
2 C 1.50 0.80 1.05
3 C 0.79 -0.23 1.89
4 O -0.17 0.38 2.77
5 H 3.29 1.89 0.62
6 H 3.33 0.84 2.14
7 H 0.91 1.11 0.17
8 H 0.23 -0.96 1.24
9 H 1.53 -0.83 2.48
10 H -0.52 -0.28 3.38
11 N -1.91 -1.38 -2.64
12 C -0.93 -0.50 -1.97
13 N -1.39 0.53 -1.08
14 H -2.57 -1.78 -1.97
15 H -2.50 -0.94 -3.34
16 H -0.28 -1.19 -1.39
17 H -0.26 -0.05 -2.72
18 H -1.87 1.26 -1.63
19 H -1.92 0.16 -0.29

Output
Kohn-Sham gap = 9.89 eV
SMILES string = C=CCO.NCN

Table of natural (NBO) atomic charges, one value per atom, all in e:
1. C -0.373
2. C -0.209
3. C -0.098
4. O -0.727
5. H 0.200
6. H 0.191
7. H 0.226
8. H 0.159
9. H 0.160
10. H 0.467
11. N -0.855
12. C -0.064
13. N -0.858
14. H 0.349
15. H 0.352
16. H 0.172
17. H 0.183
18. H 0.361
19. H 0.365

Taking the most stable structure as the zero point, the relative energies in eV are A 2.871; B 1.251; C 0.000.

--- A ---
This record from OMol25 describes a single C4H12N2O molecule. The level of theory is ωB97M-V with the def2-TZVPD basis set.

CARTESIAN COORDINATES (ANGSTROEM)
1 C 0.71 -0.24 -0.02
2 C -0.74 -0.14 0.45
3 C 1.14 0.34 -1.36
4 C -1.64 0.76 -0.36
5 N 1.42 0.71 1.22
6 N -1.28 -1.47 0.67
7 O 1.23 -1.51 0.16
8 H 0.45 -2.00 0.53
9 H 0.41 0.65 1.67
10 H 1.68 1.65 0.91
11 H 2.21 0.20 1.60
12 H -1.79 -1.84 -0.14
13 H -1.88 -1.52 1.48
14 H 0.87 1.39 -1.46
15 H 2.22 0.23 -1.49
16 H 0.65 -0.22 -2.15
17 H -1.23 1.77 -0.48
18 H -1.85 0.38 -1.38
19 H -2.61 0.88 0.14

Output
Kohn-Sham gap = 7.21 eV

Table of natural (NBO) atomic charges, one value per atom, all in e:
1. C 0.461
2. C -0.321
3. C -0.662
4. C -0.640
5. N -0.887
6. N -0.881
7. O -0.746
8. H 0.510
9. H 0.439
10. H 0.394
11. H 0.410
12. H 0.332
13. H 0.371
14. H 0.212
15. H 0.216
16. H 0.232
17. H 0.194
18. H 0.157
19. H 0.210

--- B ---
This record from OMol25 describes 2 unconnected molecules or ions with the total composition C4H12N2O. The level of theory is ωB97M-V with the def2-TZVPD basis set.

CARTESIAN COORDINATES (ANGSTROEM)
1 C -2.65 0.63 0.55
2 C -1.70 -0.25 0.24
3 N -1.31 -0.52 -1.08
4 N -0.99 -0.99 1.19
5 H -2.88 0.87 1.57
6 H -3.24 1.11 -0.21
7 H -2.02 -0.26 -1.75
8 H -1.01 -1.48 -1.20
9 H -1.10 -0.63 2.12
10 H -0.01 -1.12 0.95
11 C 2.15 -0.59 -0.99
12 O 1.86 -0.25 0.35
13 C 1.61 1.12 0.52
14 H 2.32 -1.66 -1.01
15 H 3.04 -0.07 -1.34
16 H 1.30 -0.34 -1.64
17 H 2.47 1.72 0.20
18 H 0.73 1.43 -0.06
19 H 1.42 1.28 1.58

Output
Kohn-Sham gap = 8.72 eV
SMILES string = C=C(N)N.COC

Table of natural (NBO) atomic charges, one value per atom, all in e:
1. C -0.621
2. C 0.360
3. N -0.834
4. N -0.835
5. H 0.198
6. H 0.197
7. H 0.382
8. H 0.374
9. H 0.378
10. H 0.395
11. C -0.258
12. O -0.558
13. C -0.256
14. H 0.189
15. H 0.166
16. H 0.182
17. H 0.167
18. H 0.182
19. H 0.192

Taking the most stable structure as the zero point, the relative energies in eV are A 1.729; B 0.000.